[1]
Formula: C17H42B4FN3O6
Source: the OMol25 dataset
Level of theory: ωB97M-V with the def2-TZVPD basis set

## Properties
Lowest unoccupied orbital energy (eV): 0.27
E (eV): -40498.1620
Charge: 0
Orbital gap (eV): 8.2
Maximum force (eV/Å): 0.74
SMILES string: C[C@@H](F)CB1OB(CC(=O)O)OB(B(N)O)O1.CCN(CC)CC.CCN(CC)CC

Atoms and positions in Å:
C -1.06 0.76 -2.86
C -0.56 1.15 -1.49
F -1.54 0.87 -0.53
C 0.71 0.42 -1.05
B 1.57 1.28 -0.07
O 1.71 0.94 1.27
B 2.48 1.73 2.10
C 2.86 1.21 3.55
C 2.01 1.93 4.57
O 2.33 2.91 5.18
O 0.75 1.44 4.73
O 2.87 2.97 1.67
B 2.35 3.43 0.47
B 1.75 5.02 0.24
N 0.50 5.38 0.94
O 2.42 5.87 -0.59
O 2.16 2.45 -0.50
H -0.98 -0.32 -3.00
H -0.45 1.25 -3.62
H -2.10 1.06 -2.98
H -0.40 2.23 -1.45
H 1.30 0.20 -1.94
H 0.42 -0.53 -0.59
H 3.90 1.43 3.77
H 2.69 0.13 3.59
H 0.70 0.52 4.42
H 0.54 6.30 1.38
H -0.31 5.39 0.33
H 1.98 6.72 -0.70
C -4.62 2.57 2.94
C -5.10 1.18 3.33
N -4.95 0.20 2.28
C -5.66 -1.04 2.53
C -5.21 -1.90 3.72
C -3.60 0.07 1.73
C -2.47 -0.29 2.70
H -5.10 2.89 2.01
H -4.86 3.29 3.72
H -3.54 2.60 2.79
H -6.17 1.23 3.57
H -4.60 0.89 4.27
H -5.61 -1.64 1.61
H -6.71 -0.78 2.67
H -4.27 -2.41 3.52
H -5.96 -2.66 3.92
H -5.09 -1.31 4.62
H -3.34 1.01 1.24
H -3.64 -0.67 0.93
H -2.52 0.30 3.62
H -1.51 -0.07 2.22
H -2.47 -1.35 2.97
C 0.94 -3.33 -4.95
C 2.23 -2.58 -4.66
N 2.53 -2.50 -3.24
C 3.58 -1.55 -2.92
C 5.00 -1.82 -3.44
C 2.59 -3.77 -2.53
C 3.58 -4.83 -3.02
H 0.11 -2.90 -4.38
H 0.71 -3.27 -6.01
H 1.01 -4.39 -4.69
H 2.14 -1.56 -5.02
H 3.05 -3.04 -5.24
H 3.62 -1.44 -1.83
H 3.26 -0.58 -3.31
H 5.49 -2.62 -2.89
H 5.61 -0.92 -3.32
H 5.00 -2.08 -4.50
H 1.59 -4.21 -2.54
H 2.79 -3.54 -1.48
H 3.55 -4.93 -4.11
H 3.33 -5.80 -2.60
H 4.61 -4.60 -2.74



[2]
Formula: C17H42BFN3O3P
Source: the OMol25 dataset
Level of theory: ωB97M-V with the def2-TZVPD basis set

## Properties
Lowest unoccupied orbital energy (eV): -0.44
E (eV): -41602.9115
Charge: 0
Orbital gap (eV): 5.4
Maximum force (eV/Å): 0.76

Atoms and positions in Å:
C 0.69 3.52 1.11
C -0.82 3.30 1.27
O -1.26 2.21 0.46
B -2.55 2.37 -0.11
O -2.73 3.58 -0.74
P -4.09 1.09 0.00
N -5.56 0.03 0.06
C -2.96 -0.47 0.18
C -2.30 -0.80 1.52
C -1.24 -1.87 1.49
N -0.65 -2.22 0.21
O -0.82 -2.44 2.48
C -4.22 1.49 1.91
F -4.82 0.48 2.71
C -4.94 2.81 2.20
C -6.46 2.74 2.10
H 0.92 4.24 0.32
H 1.15 3.86 2.04
H 1.14 2.57 0.84
H -1.05 3.08 2.32
H -1.35 4.21 0.99
H -3.64 3.62 -1.05
H -4.95 2.27 -0.32
H -3.94 0.90 -1.50
H -5.59 -0.50 -0.81
H -6.40 0.60 0.06
H -2.18 -0.30 -0.58
H -3.55 -1.34 -0.15
H -3.03 -1.11 2.27
H -1.79 0.10 1.91
H -0.26 -1.36 -0.16
H -1.41 -2.44 -0.44
H -3.21 1.59 2.33
H -4.55 3.57 1.51
H -4.67 3.13 3.21
H -6.86 1.98 2.79
H -6.90 3.71 2.38
H -6.80 2.52 1.09
C 6.42 -2.99 -1.47
C 5.37 -3.16 -2.56
C 4.74 -1.85 -3.04
C 4.13 -0.88 -2.03
N 2.88 -1.31 -1.30
C 3.15 -2.33 -0.21
C 3.60 -1.50 0.98
C 2.64 -0.31 0.94
C 2.31 -0.11 -0.54
C 1.86 -1.84 -2.24
H 6.05 -2.42 -0.61
H 6.74 -3.96 -1.09
H 7.30 -2.48 -1.85
H 4.60 -3.87 -2.26
H 5.84 -3.61 -3.44
H 4.01 -2.06 -3.82
H 5.52 -1.25 -3.54
H 3.83 0.02 -2.58
H 4.85 -0.57 -1.27
H 2.19 -2.80 0.00
H 3.85 -3.07 -0.56
H 4.64 -1.18 0.86
H 3.53 -2.07 1.90
H 3.07 0.59 1.38
H 1.73 -0.54 1.49
H 2.75 0.79 -0.97
H 1.24 -0.08 -0.73
H 2.21 -2.75 -2.71
H 1.62 -1.09 -3.00
H 0.99 -2.05 -1.63



[3]
Formula: C17H42BrClN3O
Source: the OMol25 dataset
Level of theory: ωB97M-V with the def2-TZVPD basis set

## Properties
Lowest unoccupied orbital energy (eV): -4.32
E (eV): -107383.8333
Charge: +1
Orbital gap (eV): 5.8
Maximum force (eV/Å): 0.25

Atoms and positions in Å:
C 2.76 -0.34 -0.18
O 3.02 -1.74 0.05
C 2.57 -2.28 1.21
N 1.85 -3.58 0.81
Cl 2.21 -4.87 1.92
C 0.35 -3.48 0.64
C -0.05 -2.35 -0.33
C -0.97 -1.30 0.30
Br -0.85 -3.16 -1.91
H 3.61 0.24 0.16
H 1.86 -0.02 0.35
H 2.63 -0.20 -1.25
H 3.38 -2.60 1.88
H 1.83 -1.67 1.74
H 2.27 -3.86 -0.08
H 0.02 -4.45 0.28
H -0.04 -3.33 1.65
H 0.84 -1.88 -0.74
H -0.72 -0.30 -0.04
H -2.01 -1.49 0.04
H -0.91 -1.32 1.39
C 4.70 1.37 -2.72
C 3.55 1.53 -3.71
N 2.93 2.83 -3.63
C 1.65 2.91 -4.34
C 1.65 2.72 -5.86
C 3.82 3.97 -3.81
C 4.67 4.03 -5.08
H 4.38 1.66 -1.72
H 5.03 0.32 -2.70
H 5.57 1.97 -2.99
H 2.77 0.79 -3.48
H 3.92 1.27 -4.72
H 1.20 3.87 -4.09
H 1.00 2.14 -3.90
H 2.08 3.58 -6.37
H 0.63 2.61 -6.21
H 2.21 1.83 -6.16
H 4.49 4.00 -2.94
H 3.21 4.87 -3.73
H 5.17 3.08 -5.28
H 5.44 4.78 -4.97
H 4.08 4.28 -5.96
C -4.74 -3.00 2.95
C -3.87 -1.93 3.60
N -4.21 -0.59 3.18
C -3.22 0.40 3.56
C -2.96 0.65 5.05
C -5.61 -0.20 3.38
C -6.19 -0.33 4.79
H -4.76 -2.87 1.86
H -4.36 -3.99 3.18
H -5.77 -2.95 3.30
H -2.83 -2.10 3.29
H -3.89 -2.08 4.69
H -3.50 1.35 3.09
H -2.27 0.10 3.10
H -3.79 1.19 5.52
H -2.07 1.26 5.17
H -2.81 -0.28 5.60
H -6.21 -0.80 2.70
H -5.70 0.83 3.03
H -5.96 -1.29 5.24
H -7.27 -0.24 4.75
H -5.82 0.45 5.46



[4]
Formula: C17H42F12N5O6P2
Source: the OMol25 dataset
Level of theory: ωB97M-V with the def2-TZVPD basis set

## Properties
Lowest unoccupied orbital energy (eV): 0.74
E (eV): -89234.0147
Charge: -1
Orbital gap (eV): 4.8
Maximum force (eV/Å): 5.02
Energy relative to the best compared isomer or geometry (same formula, charge and spin) (kJ/mol): 556.5

Atoms and positions in Å:
N 10.44 -4.61 -18.43
H 10.10 -4.75 -19.37
H 11.21 -3.98 -18.29
H 10.67 -5.55 -18.15
H 9.78 -4.12 -17.84
N 8.93 -6.07 -22.54
O 8.30 -6.62 -21.67
O 9.83 -5.34 -22.23
O 8.71 -6.25 -23.73
N 13.63 -0.82 -18.71
O 12.80 -1.53 -18.20
O 13.37 0.21 -19.28
O 14.86 -1.04 -18.42
C 5.93 -9.19 -16.58
C 6.81 -7.97 -15.99
C 7.53 -8.28 -14.71
C 6.86 -9.30 -13.69
N 7.78 -9.35 -12.39
C 6.97 -9.88 -11.15
C 7.72 -9.37 -9.93
C 8.53 -8.16 -10.36
C 8.30 -8.01 -11.81
C 9.04 -10.17 -12.63
H 6.38 -9.66 -17.46
H 4.98 -8.88 -17.02
H 5.60 -9.93 -15.86
H 6.20 -7.09 -15.85
H 7.57 -7.56 -16.66
H 7.87 -7.33 -14.29
H 8.38 -8.80 -15.13
H 6.94 -10.33 -14.05
H 5.83 -9.03 -13.50
H 6.88 -10.97 -11.24
H 5.97 -9.44 -11.12
H 8.34 -10.22 -9.61
H 7.14 -9.08 -9.07
H 9.61 -8.13 -10.18
H 8.16 -7.29 -9.81
H 9.26 -7.87 -12.29
H 7.52 -7.29 -12.08
H 9.60 -9.82 -13.49
H 8.65 -11.13 -12.98
H 9.60 -10.44 -11.73
C 6.19 5.11 -21.89
C 6.73 3.81 -22.62
C 6.09 2.47 -22.09
N 6.81 1.19 -22.40
C 6.73 0.89 -23.89
C 6.23 0.02 -21.57
C 7.37 -1.02 -21.50
C 8.74 -0.30 -21.68
C 8.32 1.11 -21.90
H 5.12 5.11 -21.66
H 6.11 5.93 -22.61
H 6.88 5.28 -21.06
H 7.81 3.91 -22.52
H 6.58 3.81 -23.70
H 5.10 2.43 -22.53
H 6.10 2.49 -21.00
H 7.30 1.64 -24.43
H 5.66 0.87 -24.11
H 7.17 -0.11 -23.92
H 5.36 -0.42 -22.04
H 6.06 0.36 -20.54
H 7.33 -1.89 -22.16
H 7.32 -1.60 -20.58
H 9.21 -0.73 -22.56
H 9.46 -0.40 -20.87
H 8.85 1.69 -22.65
H 8.37 1.73 -21.00
P 12.57 -8.18 -17.17
F 13.42 -6.86 -17.54
F 13.67 -8.61 -16.01
F 11.61 -7.24 -16.12
F 11.70 -9.44 -16.71
F 11.54 -7.86 -18.38
F 13.48 -9.10 -18.09
P 7.37 -1.91 -15.39
F 7.08 -3.17 -14.46
F 7.49 -0.89 -14.16
F 9.00 -2.28 -15.41
F 7.60 -0.61 -16.44
F 7.44 -2.85 -16.68
F 5.68 -1.77 -15.48



[5]
Formula: C17H43BClN2O4P
Source: the OMol25 dataset
Level of theory: ωB97M-V with the def2-TZVPD basis set

## Properties
Lowest unoccupied orbital energy (eV): 0.22
E (eV): -51977.6733
Charge: 0
Orbital gap (eV): 7.7
Maximum force (eV/Å): 2.87
SMILES string: C[C@H](Cl)CBP(C)C.COCCNCCOC.COCCNCCOC

Atoms and positions in Å:
C 0.43 0.66 2.63
C 1.25 0.42 1.21
Cl 0.07 -0.48 0.04
C 2.65 -0.43 1.39
B 3.77 0.50 2.23
P 5.45 -0.18 2.64
C 5.57 -1.96 3.21
C 6.96 0.60 1.88
H 0.00 -0.34 3.09
H -0.50 1.37 2.40
H 1.06 1.24 3.45
H 1.47 1.47 0.69
H 3.15 -0.71 0.36
H 2.38 -1.40 2.02
H 3.38 1.60 2.52
H 4.77 -2.67 2.66
H 5.23 -1.99 4.36
H 6.63 -2.49 3.10
H 6.80 1.69 1.47
H 7.46 -0.02 1.00
H 7.81 0.70 2.71
C 2.25 -3.31 -6.41
O 2.66 -1.98 -6.71
C 1.56 -1.09 -6.92
C 1.50 -0.05 -5.79
N 1.08 -0.66 -4.53
C 1.23 0.22 -3.37
C 2.66 0.64 -2.98
O 3.47 -0.45 -2.50
C 4.13 -1.18 -3.53
H 3.14 -3.95 -6.39
H 1.76 -3.36 -5.44
H 1.58 -3.69 -7.19
H 0.61 -1.62 -7.03
H 1.76 -0.57 -7.86
H 0.78 0.73 -6.07
H 2.49 0.40 -5.70
H 1.64 -1.50 -4.37
H 0.79 -0.30 -2.52
H 0.63 1.13 -3.53
H 2.58 1.34 -2.14
H 3.18 1.19 -3.78
H 4.40 -0.55 -4.38
H 3.52 -2.02 -3.84
H 5.06 -1.58 -3.10
C -6.73 -1.52 3.03
O -7.13 -0.26 2.51
C -7.53 0.66 3.53
C -6.53 1.83 3.60
N -5.24 1.39 4.14
C -4.18 2.40 4.02
C -3.73 2.77 2.59
O -3.08 1.71 1.90
C -3.96 0.82 1.21
H -6.56 -2.20 2.19
H -5.79 -1.43 3.58
H -7.50 -1.95 3.67
H -7.65 0.18 4.51
H -8.51 1.06 3.23
H -6.94 2.62 4.24
H -6.42 2.23 2.59
H -4.94 0.55 3.66
H -3.31 2.00 4.55
H -4.49 3.31 4.55
H -2.98 3.57 2.68
H -4.54 3.19 1.99
H -4.86 1.33 0.84
H -4.23 -0.02 1.85
H -3.42 0.42 0.35



[6]
Formula: C17H43BeO19S5
Source: the OMol25 dataset
Level of theory: ωB97M-V with the def2-TZVPD basis set

## Properties
Lowest unoccupied orbital energy (eV): 2.20
E (eV): -111802.5658
Charge: -1
Orbital gap (eV): 5.5
Maximum force (eV/Å): 3.94
Energy relative to the best compared isomer or geometry (same formula, charge and spin) (kJ/mol): 59.7

Atoms and positions in Å:
Be -0.46 0.14 -1.06
C -2.98 -0.95 -1.59
O -3.50 -1.70 -2.46
O -2.24 -1.48 -0.65
O -2.77 0.31 -1.81
C 0.76 0.65 -4.39
O 0.34 -0.06 -3.29
H 1.87 0.79 -4.39
H 0.52 0.13 -5.33
H 0.33 1.66 -4.42
O 1.84 0.80 -1.03
S 3.16 0.28 -0.96
O 4.25 1.07 -0.45
O 3.05 -1.08 -0.10
C 4.13 -2.03 -0.16
C 3.84 -3.13 0.84
C 3.66 -0.37 -2.57
H 5.12 -1.60 -0.05
H 3.96 -2.47 -1.15
H 4.29 -4.10 0.62
H 2.77 -3.30 0.87
H 4.34 -2.93 1.79
H 3.10 -1.26 -2.83
H 4.74 -0.51 -2.53
H 3.49 0.42 -3.30
O 0.38 -0.48 1.20
S 0.16 -1.38 2.28
O 1.26 -2.03 2.92
O -0.75 -0.60 3.33
C -0.23 0.61 3.90
C -1.13 0.98 5.07
C -1.06 -2.61 1.82
H -0.17 1.41 3.17
H 0.77 0.45 4.32
H -0.96 0.29 5.90
H -2.17 0.83 4.80
H -1.10 2.04 5.32
H -1.23 -3.25 2.68
H -0.51 -3.18 1.06
H -1.95 -2.16 1.38
O -1.52 3.52 1.99
S -2.21 2.49 1.28
O -1.55 1.39 0.66
O -3.40 1.92 2.19
C -3.67 0.49 2.15
C -4.61 0.09 3.29
C -3.17 3.28 -0.03
H -2.78 -0.12 2.26
H -4.11 0.35 1.17
H -4.82 -0.98 3.21
H -5.49 0.71 3.15
H -4.33 0.28 4.32
H -3.33 2.53 -0.81
H -2.53 4.10 -0.35
H -4.02 3.72 0.48
O -0.14 2.51 -1.52
S 0.04 3.89 -1.77
O -0.78 4.56 -2.73
O -0.10 4.66 -0.35
C -0.23 6.06 -0.37
C -0.68 6.64 0.97
C 1.77 4.21 -2.14
H -1.06 6.30 -1.05
H 0.64 6.63 -0.69
H 0.03 6.23 1.69
H -1.73 6.57 1.28
H -0.58 7.72 0.85
H 1.86 4.57 -3.16
H 2.23 3.23 -2.01
H 2.27 4.85 -1.41
O 0.70 -2.07 -1.17
S 0.71 -3.27 -1.91
O 1.69 -3.50 -2.93
O 0.86 -4.46 -0.80
C 1.09 -5.80 -1.24
C 1.49 -6.54 0.00
C -0.89 -3.59 -2.59
H 1.93 -5.92 -1.93
H 0.17 -6.20 -1.68
H 0.87 -6.34 0.88
H 2.50 -6.34 0.37
H 1.52 -7.63 -0.14
H -1.56 -3.86 -1.77
H -0.86 -4.43 -3.28
H -1.18 -2.69 -3.13